{
  "formula": "C28H38N3O3PdSi",
  "method": "wB97M-V/def2-TZVPD",
  "symbols": ["H", "H", "C", "C", "H", "Pd", "H", "H", "C", "C", "H", "H", "H", "C", "C", "H", "C", "H", "C", "C", "H", "H", "H", "C", "H", "H", "C", "N", "Si", "H", "C", "N", "H", "H", "H", "H", "H", "C", "H", "H", "N", "H", "C", "H", "H", "H", "O", "H", "H", "C", "H", "C", "C", "C", "H", "H", "C", "O", "C", "C", "C", "H", "O", "C", "H", "C", "C", "H", "H", "C", "H", "H", "C", "C"],
  "coordinates": [[0.2167, -1.2968, 1.9559], [1.3367, -3.4535, -3.9114], [2.1097, 3.9552, 4.1603], [3.1337, 2.8390, 2.2286], [-0.3268, -7.6784, 2.3614], [-0.1422, -0.2608, -0.4454], [3.9070, 1.8249, 0.5312], [-2.1822, -5.2365, -0.9446], [-1.8186, -5.1303, 4.0100], [-2.8737, 0.3637, -0.1457], [-3.4133, -2.4865, 0.2203], [-5.7739, -0.0044, -1.8242], [-0.1731, 2.6316, -4.8381], [-4.8867, -0.4981, -1.4218], [-0.6081, -5.6974, 1.5852], [-0.2806, 3.5569, -1.8491], [-0.5901, -3.7999, -1.1272], [3.1074, 4.3904, 4.2138], [-1.3275, -6.4063, 3.7691], [-1.4012, -4.8412, -1.5878], [1.8449, 0.5195, -2.4646], [-2.0765, -3.1526, 3.2503], [-5.1847, -1.5247, -1.1842], [-3.7732, -0.5422, -2.4626], [-4.1104, -1.0362, -3.3776], [1.3679, 4.7470, 4.0615], [0.5700, -3.8525, -3.2584], [-2.1811, -0.8953, -0.5387], [-0.8924, -2.9945, 0.5521], [-3.4625, 0.4680, -2.7374], [-1.6994, -4.1480, 3.0372], [0.7318, 1.5991, 1.6887], [-0.1294, -5.9348, 0.6418], [-2.5397, 1.1238, -0.8498], [1.1869, 2.7189, -1.3276], [-1.4161, -7.1763, 4.5260], [1.8937, 3.4179, 5.0838], [-2.4724, -1.9752, 0.4492], [-2.7896, -2.3730, -1.9099], [4.0389, 3.3690, 2.4993], [2.0523, 3.0616, 3.0234], [0.9172, -0.0299, -3.8760], [1.7851, 1.3706, 0.9075], [-4.8181, 1.2223, -0.0814], [-4.7311, -0.3175, 0.7435], [-2.5864, -1.4980, 1.4282], [-0.1151, 2.6855, 3.5171], [-1.7132, -1.1363, -2.5849], [-0.1255, -5.2922, -4.6915], [-0.7181, -6.6864, 2.5548], [1.1712, 3.5861, -2.8775], [-1.0976, -4.4074, 1.8012], [0.8151, 2.4197, 2.7607], [-4.3944, 0.2174, -0.1476], [1.3772, -1.9975, 0.8157], [1.9393, 1.4209, -3.9916], [0.5756, 2.9719, -2.1932], [1.7207, 0.6047, -0.1050], [0.0723, 1.6880, -2.8703], [-0.2514, -4.8808, -3.6971], [1.2752, 0.8504, -3.3336], [-1.8862, -6.1800, -3.1941], [-0.7516, 0.9652, -2.0224], [3.0628, 2.0109, 1.1762], [-2.2903, -4.8999, 4.9578], [0.4012, -3.3202, -1.9860], [-2.5655, -1.3046, -1.9321], [-1.1541, 1.1705, -4.5722], [-2.4974, 0.6519, 0.8366], [-0.7614, 2.0751, -4.1013], [-1.6075, 2.6926, -3.7889], [1.0279, -2.4961, -1.6625], [0.3325, -1.6975, 0.9436], [-1.2399, -5.3780, -2.8571]],
  "mulliken_charge": [0.58, 0.42, -0.97, 0.33, 0.38, 0.20, 0.42, 0.43, -0.66, -1.04, 0.22, 0.47, 0.43, -0.77, -0.27, 0.31, 0.34, 0.30, -0.38, 0.19, 0.27, 0.31, 0.26, -0.67, 0.45, 0.29, -0.65, 1.30, -0.10, 0.33, -0.43, 0.01, 0.33, 0.22, 0.02, 0.36, 0.29, -1.08, 0.65, 0.33, 0.14, 0.29, 0.65, 0.48, 0.24, 0.59, -0.76, -0.51, 0.36, -0.64, 0.45, 0.50, 0.15, -0.68, 0.65, 0.43, -1.32, -0.59, 1.34, -0.50, -1.62, 0.39, -0.12, -1.27, 0.38, -0.37, -0.40, 0.35, 0.56, -1.91, 0.39, 0.31, -1.62, -0.77],
  "e_lumo_ev": 2.70,
  "max_force_ev_per_a": 0.34,
  "e_tot_ha": -1897.22985,
  "orbital_gap_ev": 7.24,
  "relative_energy_kj_mol": 0.0,
  "total_charge": -1,
  "homo_energy_ev": -4.54
}